[1]
{"formula": "C18H26GaN3O2S3Se2", "method": "ωB97M-V/def2-TZVPD", "symbols": ["Ga", "O", "C", "C", "C", "O", "C", "Se", "C", "Se", "H", "H", "H", "H", "H", "H", "H", "H", "H", "H", "S", "C", "C", "C", "C", "C", "C", "H", "H", "H", "H", "H", "S", "C", "N", "C", "C", "C", "N", "H", "H", "H", "H", "H", "H", "H", "H", "S", "C", "C", "N", "C", "H", "H", "H"], "xyz": [[-0.6670, 0.2523, 0.5600], [4.7198, -6.1586, -1.1750], [4.9563, -4.9122, -0.5343], [3.6232, -4.1602, -0.4190], [3.1853, -3.7407, -1.8354], [3.9993, -2.7263, -2.3924], [3.7986, -2.9687, 0.5119], [2.0790, -2.0311, 0.7113], [2.5840, -5.0893, 0.1997], [0.9589, -4.0929, 0.6833], [5.5600, -6.5378, -1.4424], [5.6449, -4.2935, -1.1182], [5.3867, -5.0701, 0.4630], [2.1349, -3.4362, -1.8234], [3.2794, -4.6104, -2.4852], [3.7778, -1.8889, -1.9712], [4.5165, -2.2364, 0.1428], [4.1156, -3.3007, 1.5001], [2.9740, -5.5345, 1.1137], [2.2942, -5.8853, -0.4823], [-1.5744, 2.4886, 0.0736], [-3.3226, 2.3275, 0.2344], [-4.1279, 2.2685, -0.9052], [-5.5098, 2.2569, -0.7896], [-6.1135, 2.3030, 0.4606], [-5.3178, 2.3374, 1.5977], [-3.9345, 2.3495, 1.4894], [-3.6571, 2.2379, -1.8789], [-6.1182, 2.2043, -1.6845], [-7.1923, 2.3053, 0.5482], [-5.7752, 2.3521, 2.5796], [-3.3162, 2.3840, 2.3769], [1.9746, 1.3231, -0.1809], [1.5665, 2.9504, 0.0330], [1.5509, 3.4972, 1.2572], [1.0715, 4.8466, 1.5267], [1.4318, 5.7284, 0.3409], [0.8292, 5.1009, -0.9063], [1.3463, 3.7426, -1.0269], [1.6435, 2.8496, 2.0197], [1.5430, 5.2044, 2.4414], [-0.0140, 4.8372, 1.6652], [2.5180, 5.7716, 0.2366], [1.0551, 6.7401, 0.4832], [1.1048, 5.6553, -1.8027], [-0.2607, 5.0793, -0.8215], [1.2208, 3.2572, -1.8984], [-3.8929, -3.5841, 0.3219], [-5.0362, -2.3067, 0.2584], [-4.3947, -1.1117, 0.2596], [-3.0269, -1.1882, 0.3142], [-2.6322, -2.4221, 0.3478], [-6.0952, -2.5017, 0.2269], [-4.8703, -0.1460, 0.2119], [-1.5948, -2.7167, 0.3831]], "atomic_forces_ev_per_a": [[-0.05, 0.20, -0.01], [-0.05, -0.02, -0.01], [0.01, 0.17, 0.11], [0.12, -0.16, -0.29], [-0.20, -0.03, 0.12], [0.18, -0.01, 0.05], [-0.14, 0.07, 0.16], [0.30, 0.13, 0.00], [-0.05, 0.02, 0.04], [-0.11, -0.19, 0.05], [0.04, 0.00, -0.01], [0.01, -0.01, 0.01], [-0.05, 0.01, 0.00], [0.04, 0.00, 0.00], [0.01, 0.01, -0.02], [-0.13, 0.03, -0.05], [0.00, -0.02, -0.05], [0.04, 0.00, -0.02], [0.01, -0.03, -0.02], [-0.02, 0.02, -0.03], [0.35, -0.27, -0.04], [-0.08, 0.09, 0.05], [-0.02, -0.01, 0.10], [-0.02, -0.02, -0.05], [-0.01, -0.04, 0.00], [0.00, -0.05, 0.05], [-0.06, -0.05, -0.10], [0.00, 0.01, -0.01], [-0.01, 0.04, 0.01], [0.00, -0.01, 0.00], [-0.01, 0.02, -0.01], [0.01, 0.03, 0.00], [-0.19, -0.19, 0.00], [0.42, 0.03, -0.07], [-0.17, 0.19, -0.07], [0.02, 0.10, -0.08], [-0.04, -0.11, -0.02], [0.06, 0.07, 0.09], [-0.25, 0.16, 0.15], [0.06, -0.09, -0.03], [0.00, -0.03, 0.01], [0.01, -0.02, 0.06], [0.00, 0.07, 0.01], [-0.04, -0.02, 0.01], [0.01, -0.03, 0.00], [-0.01, 0.01, -0.08], [0.06, -0.09, 0.00], [0.04, 0.20, 0.00], [0.02, -0.12, 0.01], [-0.09, -0.08, -0.01], [0.06, 0.12, -0.06], [-0.17, -0.17, 0.00], [0.01, 0.04, -0.01], [-0.03, 0.08, 0.04], [0.07, -0.03, 0.01]], "mulliken_charge": [0.3796, -0.5148, -1.2109, 1.3792, -0.8217, -0.5478, -1.3934, 0.0131, -1.0527, -0.0945, 0.3125, 0.4486, 0.4009, 0.3203, 0.4402, 0.3657, 0.5676, 0.4707, 0.4627, 0.5301, -0.2829, 0.3214, -0.3874, -0.5988, -0.4695, -0.5720, -0.2720, 0.3746, 0.3315, 0.3857, 0.3405, 0.3881, -0.3136, -0.4705, 0.0341, -0.4737, -0.6536, -0.4426, -0.0237, 0.2538, 0.3800, 0.2598, 0.2918, 0.3565, 0.3753, 0.2196, 0.2375, -0.1429, -0.4004, -0.1779, 0.0475, 0.3205, 0.4123, 0.0405, -0.1450], "molar_mass_da": 640.3, "homo_ev": -6.9, "lumo_energy_ev": 0.44, "total_energy_ha": -8938.4850, "orbital_gap_ev": 7.373}

[2]
{"formula": "C5H12N2O2", "method": "ωB97M-V/def2-TZVPD", "symbols": ["C", "C", "O", "N", "H", "H", "H", "H", "H", "C", "C", "C", "O", "N", "H", "H", "H", "H", "H", "H", "H"], "xyz": [[-2.4710, 0.9218, -1.7561], [-1.2286, 1.7704, -1.9511], [-0.9474, 2.0956, -3.0886], [-0.4152, 2.0846, -0.8821], [-2.2347, -0.1351, -1.5238], [-2.8520, 0.7415, -2.7811], [0.3623, 2.7444, -0.9491], [-0.4616, 1.4501, -0.1231], [-3.2371, 1.4542, -1.2016], [0.7018, -1.0238, 0.4215], [2.2173, -1.4330, 0.3888], [0.1209, -0.5915, 1.7303], [-0.8194, 0.1810, 1.8237], [0.6946, -1.1092, 2.8610], [0.6563, -0.2470, -0.3421], [0.1201, -1.8588, -0.0300], [2.3072, -2.1342, -0.4833], [0.3990, -0.5657, 3.6918], [1.6331, -1.4578, 2.9020], [2.4420, -2.0755, 1.2445], [3.0123, -0.8119, 0.0482]], "atomic_forces_ev_per_a": [[0.17, -0.77, -1.35], [0.93, -0.17, -0.77], [0.13, 0.67, -0.03], [-0.62, 0.22, -0.59], [-0.15, 0.73, 1.08], [0.08, 0.68, 0.42], [-0.57, -0.69, -0.34], [-0.15, -0.05, 1.16], [0.03, -0.52, 0.55], [1.54, -0.30, -1.64], [-1.38, -2.83, -1.07], [0.24, 0.36, 0.34], [0.10, -0.16, -0.41], [-0.69, 1.03, 1.17], [-0.61, 0.28, 0.35], [0.20, 0.43, 0.70], [-0.38, 0.04, 0.73], [0.28, -0.81, -0.71], [0.07, -0.06, -0.29], [0.53, 0.34, -0.12], [0.24, 1.58, 0.82]], "mulliken_charge": [-0.8390, 0.5901, -0.6170, -0.3455, 0.2609, 0.3099, 0.2043, 0.1654, 0.2799, 0.0740, -1.2822, 0.5807, -0.6343, -0.4514, 0.0254, 0.2022, 0.2970, 0.2766, 0.2121, 0.3417, 0.3491], "molar_mass_da": 132.2, "homo_ev": -9.4, "smiles": "CCC(N)=O.CC(N)=O", "lumo_energy_ev": 0.61, "total_energy_ha": -457.7174, "e_above_lowest_kj_mol": 82.6, "orbital_gap_ev": 9.974}

[3]
{"formula": "C3H4Cl2O", "method": "ωB97M-V/def2-TZVPD", "symbols": ["C", "C", "C", "O", "Cl", "Cl", "H", "H", "H", "H"], "xyz": [[0.8173, -1.5327, 0.2796], [0.0258, 1.2551, -0.1407], [-1.0269, 0.2610, -0.4056], [1.8864, -1.0358, 0.1600], [0.6443, -3.2308, 0.8719], [-2.0707, -0.2082, 0.8553], [0.1587, 1.5320, 0.9385], [-0.1164, 2.0846, -0.7508], [0.9172, 0.8553, -0.4552], [-1.2357, 0.0193, -1.3531]], "atomic_forces_ev_per_a": [[1.65, 0.92, -0.65], [-1.46, -0.11, 2.34], [1.90, 0.00, 4.38], [-1.72, -0.66, 0.23], [-0.32, 0.14, -0.01], [-0.45, 0.14, -0.32], [-0.41, -0.22, -1.06], [-0.44, 1.93, -0.91], [2.42, -0.99, -0.74], [-1.17, -1.14, -3.26]], "mulliken_charge": [0.3136, -0.9134, -0.2829, -0.3366, -0.1624, -0.1064, 0.3270, 0.3471, 0.3404, 0.4736], "molar_mass_da": 127.0, "homo_ev": [-9.2, -8.2], "lumo_energy_ev": [-0.27, -1.47], "total_energy_ha": -1112.2086, "e_above_lowest_kj_mol": 341.4, "orbital_gap_ev": [8.878, 6.774]}

[4]
{"formula": "C5H12O2S", "method": "ωB97M-V/def2-TZVPD", "symbols": ["C", "C", "C", "C", "C", "O", "O", "S", "H", "H", "H", "H", "H", "H", "H", "H", "H", "H", "H", "H"], "xyz": [[0.8421, 2.1750, -0.9057], [1.1820, -1.5588, -0.9051], [-3.5873, -0.6532, 0.5514], [1.6378, -1.0260, 0.4698], [0.6893, 0.0165, 1.0206], [-1.2207, 1.8874, 0.5472], [-3.1645, -1.5546, -0.1188], [-0.4474, 0.9764, -0.2957], [0.4394, 3.1011, -0.5754], [1.8050, 2.0420, -0.4483], [1.2808, -0.8072, -1.5724], [2.0343, -2.3414, -1.2347], [0.1847, -1.8624, -1.0507], [-4.6222, -0.5023, 0.9272], [-2.9208, 0.1593, 1.0433], [0.7724, 2.0606, -1.9572], [2.6553, -0.7362, 0.2992], [1.5393, -1.8923, 1.0793], [-0.1059, -0.3714, 1.5895], [1.0064, 0.8875, 1.5364]], "atomic_forces_ev_per_a": [[-0.76, -1.49, 0.50], [3.38, -2.51, 0.91], [1.07, 1.25, 1.72], [-1.67, -0.35, -1.06], [-0.99, 1.17, -2.40], [-1.64, 0.54, 1.27], [-0.43, 0.34, 0.03], [2.75, -0.49, 0.32], [-0.44, 0.79, 0.11], [0.51, -0.34, -0.17], [0.54, 2.62, -2.45], [-2.39, 1.31, 0.60], [-1.15, -1.08, 0.46], [-0.22, -0.59, -0.71], [-0.41, -0.99, -1.02], [0.64, 0.25, -1.09], [0.53, 0.40, 0.56], [0.63, -0.54, 1.06], [-0.92, -0.91, 0.79], [0.98, 0.59, 0.58]], "mulliken_charge": [-1.0645, -1.3655, 0.0673, -0.2623, -0.9609, -0.6139, -0.4011, 0.5201, 0.4353, 0.2784, 0.4412, 0.2762, 0.4542, 0.2444, 0.0789, 0.3367, 0.2649, 0.3155, 0.4182, 0.5368], "molar_mass_da": 136.2, "homo_ev": -8.9, "lumo_energy_ev": 0.79, "total_energy_ha": -746.2601, "e_above_lowest_kj_mol": 342.2, "orbital_gap_ev": 9.653}